(1)
9
Properties=species:S:1:pos:R:3:forces:R:3:mulliken_charge:R:1 method="wB97M-V/def2-TZVPD" homo_ev=-9.82 charge=0 smiles=CO[C@@H](F)I homo_lumo_gap_ha=0.371
C 1.18252 0.38723 0.35449 -0.6 -1.5 2.3 -0.7089
C -0.98196 -0.36088 -0.33913 1.4 1.6 -0.3 -0.0737
O -0.20809 0.46594 0.46642 -2.3 -0.2 0.3 -0.2908
F -0.90432 -1.67946 0.02888 0.2 0.5 -0.4 -0.2327
I -3.04235 0.27963 -0.09024 0.7 -0.2 -0.3 0.0185
H 1.45103 -0.60782 0.81845 0.6 1.6 0.5 0.2640
H 1.48365 1.36948 0.70243 0.8 -0.5 0.7 0.2475
H 1.54546 0.26506 -0.59227 0.5 0.0 -3.2 0.3710
H -0.52594 -0.11918 -1.34903 -1.3 -1.3 0.4 0.4049

(2)
76
Properties=species:S:1:pos:R:3:forces:R:3:mulliken_charge:R:1 method="wB97M-V/def2-TZVPD" homo_ev="-10.84 / -10.84" charge=+1 multiplicity=2 homo_lumo_gap_ha="0.255 / 0.271"
V -1.80413 -0.05118 0.11877 0.0 0.2 0.0 -0.4865
O 0.53385 3.12856 0.81044 0.0 0.0 0.0 -0.7350
C 0.22038 3.71548 -0.37983 0.0 0.0 0.0 0.5600
C -0.02550 5.08215 -0.38272 0.0 0.0 0.0 -0.5641
C -0.35625 5.72144 -1.56515 0.0 0.0 0.0 -0.3592
C -0.44577 5.01383 -2.75726 0.0 0.0 0.0 -0.8238
C -0.21164 3.65067 -2.75102 0.0 0.0 0.0 -0.9168
C 0.11901 2.98879 -1.57336 0.0 0.0 0.0 0.8166
C 0.28171 1.49558 -1.56165 0.0 0.1 0.0 -0.8748
O -0.80151 0.93603 -0.82629 0.1 -0.1 0.0 0.0088
N 1.51955 1.14040 -0.90711 0.0 0.0 0.0 0.0298
N 1.85291 -0.20422 -0.98803 0.0 0.0 0.0 -0.4733
C 3.08852 -0.45629 -0.83736 0.0 0.1 0.1 -0.4522
C 3.64852 -1.79879 -0.75328 0.0 -0.1 0.0 0.1302
Br 2.46105 -3.21018 -0.30564 0.0 0.0 0.0 -0.1180
C 4.95011 -2.07217 -0.87798 0.0 0.0 0.0 -0.7729
C 5.98719 -1.10316 -1.26910 0.0 0.0 0.0 0.4305
C 5.79610 -0.19742 -2.31294 0.0 0.0 0.0 -0.3537
C 6.79324 0.70455 -2.65197 0.0 0.0 0.0 -0.5773
C 7.99263 0.70833 -1.95531 0.0 0.0 0.0 -0.4534
C 8.20106 -0.20579 -0.93089 0.0 0.0 0.0 -0.5062
C 7.21003 -1.11275 -0.59713 0.0 0.0 0.0 -0.4431
H 0.93082 2.25784 0.63197 0.0 0.0 0.0 0.4611
H 0.05963 5.62663 0.54803 0.0 0.0 0.0 0.4656
H -0.54093 6.78746 -1.55672 0.0 0.0 0.0 0.4091
H -0.70058 5.51931 -3.67775 0.0 0.0 0.0 0.4190
H -0.29775 3.08016 -3.66845 0.0 0.0 0.0 0.4092
H 0.19853 1.07303 -2.56864 0.0 0.0 0.0 0.5575
H 2.26597 1.76692 -1.20532 0.0 0.0 0.0 0.2720
H 3.81703 0.34838 -0.70750 0.0 0.0 0.0 0.6243
H 5.28378 -3.08172 -0.66699 0.0 0.0 0.0 0.4256
H 4.87818 -0.22915 -2.88744 0.0 0.0 0.0 0.5623
H 6.63866 1.39488 -3.47056 0.0 0.0 0.0 0.3900
H 8.77158 1.41023 -2.22111 0.0 0.0 0.0 0.3918
H 9.14132 -0.21593 -0.39630 0.0 0.0 0.0 0.3841
H 7.37751 -1.83031 0.19680 0.0 0.0 0.0 0.4207
O -5.05479 -0.44452 -2.29236 0.0 0.0 0.0 -0.6014
C -4.03577 -0.55194 -1.66911 0.1 0.0 0.0 0.1000
N -3.61493 0.19611 -0.57003 -0.1 0.0 0.0 0.7025
C -4.42633 1.18532 -0.01352 0.1 0.0 0.0 0.0466
O -5.53382 1.50360 -0.34533 0.0 0.0 0.0 -0.6029
C -3.72456 1.86890 1.13708 0.0 0.0 0.0 0.5046
C -4.33212 2.87579 1.85444 0.0 0.0 0.0 -0.6912
C -3.62973 3.45079 2.90391 0.0 0.0 0.0 -0.3844
C -2.35384 2.99509 3.19673 0.0 0.0 0.0 -0.9540
C -1.81186 1.97902 2.42997 0.0 0.0 0.0 -0.0699
N -2.48872 1.43324 1.41829 0.0 0.0 0.1 0.8519
C -2.98546 -1.57017 -2.05230 0.0 0.1 0.0 0.5078
C -3.17136 -2.45508 -3.09250 0.0 0.0 0.0 -0.7336
C -2.14748 -3.34430 -3.38994 0.0 0.0 0.0 -0.3313
C -0.97543 -3.30464 -2.64973 0.0 0.0 0.0 -0.7788
C -0.85857 -2.37948 -1.62706 0.0 0.0 0.0 -0.0776
N -1.85327 -1.54044 -1.33749 0.0 -0.1 0.0 0.6475
H -5.33139 3.17948 1.57643 0.0 0.0 0.0 0.5900
H -4.07357 4.24583 3.48767 0.0 0.0 0.0 0.4583
H -1.77589 3.41835 4.00515 0.0 0.0 0.0 0.4755
H -0.81827 1.59481 2.61215 0.0 0.0 0.0 0.4605
H -4.10395 -2.42617 -3.63811 0.0 0.0 0.0 0.5840
H -2.26098 -4.05651 -4.19610 0.0 0.0 0.0 0.4617
H -0.15125 -3.97215 -2.85699 0.0 0.0 0.0 0.4981
H 0.04446 -2.27961 -1.03957 0.0 0.0 0.0 0.0949
O -0.27770 -0.57512 1.31406 0.0 0.0 0.0 -0.1369
N -0.45820 -1.47058 2.21806 0.0 0.0 0.0 -1.0606
N -1.64048 -1.89879 2.22170 0.0 0.0 0.1 1.4099
O -2.51353 -1.40704 1.36531 0.0 0.1 -0.1 -0.3187
C -2.08326 -2.90134 3.15815 0.0 0.0 0.0 0.5818
C -1.19849 -3.38504 4.11142 0.0 0.0 0.0 -0.3541
C -1.65425 -4.34707 4.99500 0.0 0.0 0.0 -0.5872
C -2.96267 -4.80976 4.92202 0.0 0.0 0.0 -0.4660
C -3.82484 -4.31101 3.95856 0.0 0.0 0.0 -0.6752
C -3.38993 -3.34628 3.06093 0.0 0.0 0.0 -0.5021
H -0.18368 -3.01929 4.15792 0.0 0.0 0.0 0.4560
H -0.98102 -4.73663 5.74608 0.0 0.0 0.0 0.3991
H -3.30814 -5.56018 5.61971 0.0 0.0 0.0 0.4006
H -4.84292 -4.66997 3.89927 0.0 0.0 0.0 0.3845
H -4.04684 -2.94477 2.30490 0.0 0.0 0.0 0.4526

(3)
124
Properties=species:S:1:pos:R:3:forces:R:3:mulliken_charge:R:1 method="wB97M-V/def2-TZVPD" homo_ev="-0.22 / -7.69" charge=-1 multiplicity=2 homo_lumo_gap_ha="0.074 / 0.347"
C -6.82124 -25.17437 -6.57099 -0.6 0.1 0.5 -0.4552
C -6.92919 -26.58439 -7.05261 -0.5 1.3 -0.2 0.3209
C -7.06707 -26.78130 -8.53857 -0.9 -0.1 0.1 -0.2897
O -6.35797 -27.97048 -8.71855 2.2 -2.4 0.6 -0.3777
C -5.41846 -28.09838 -7.65999 1.4 -3.0 -1.4 0.5807
O -4.54668 -28.97582 -7.51178 -3.3 3.1 -1.0 -0.5964
O -5.67420 -27.10541 -6.85272 2.9 -0.8 1.9 -0.2911
H -6.07800 -24.62370 -7.14757 -0.2 0.1 -0.1 0.1262
H -6.46442 -25.19073 -5.54118 -0.1 0.1 0.0 -0.2356
H -7.81449 -24.72675 -6.60573 0.1 0.4 -0.1 0.2060
H -7.59960 -27.21941 -6.47348 -0.6 0.2 -0.1 0.3728
H -6.55969 -26.02561 -9.13823 -0.5 0.4 0.1 0.2899
H -8.10816 -26.98319 -8.79048 0.1 0.4 -0.5 0.2667
C -8.82252 -20.37224 -6.58746 1.1 -1.2 -0.7 0.6941
C -9.08739 -21.79296 -6.13410 -1.2 0.6 0.8 0.7582
C -8.30851 -22.28288 -4.94245 0.1 0.8 0.3 1.3715
O -9.34458 -22.79824 -4.13650 3.0 -2.5 3.0 -0.1999
C -10.51651 -22.45490 -4.45424 -3.3 0.5 -0.2 0.3670
O -11.53163 -22.72305 -3.84159 1.1 0.4 -0.8 -0.6151
O -10.43724 -21.74535 -5.58098 -1.0 0.2 -1.4 0.1500
H -7.95786 -20.55352 -7.22591 0.3 0.9 -0.3 -0.2506
H -8.54250 -19.71626 -5.76322 -0.1 -0.1 0.0 -0.5233
H -9.63040 -19.94847 -7.18398 0.1 -0.1 0.1 -0.5374
H -8.97494 -22.61656 -6.83919 -0.7 0.5 -0.9 -0.1952
H -7.89091 -21.42294 -4.41881 0.6 -0.3 0.2 -0.4899
H -7.61017 -23.09670 -5.13769 0.2 0.5 0.1 -0.6919
C -12.77264 -16.01836 -4.50521 1.5 -0.6 -0.7 -1.3309
C -11.96992 -16.35257 -5.83701 -0.6 -0.1 2.9 0.7261
C -11.64054 -17.81983 -5.97154 -0.6 -1.7 1.2 0.8698
O -12.10003 -18.15807 -7.24589 -1.2 0.2 -2.7 0.0275
C -12.95221 -17.16419 -7.69483 -1.4 -1.9 -2.9 0.4019
O -13.72427 -17.20487 -8.66138 2.4 -0.5 2.5 -0.6677
O -12.83547 -16.13735 -6.92509 0.0 2.4 0.4 -0.3623
H -12.06961 -16.24011 -3.70228 0.1 0.3 0.2 0.2875
H -13.61319 -16.67858 -4.29150 -0.2 0.1 -0.6 0.3288
H -13.04597 -14.96404 -4.46296 0.0 -0.1 -0.1 0.3697
H -11.04095 -15.78251 -5.82485 -0.3 0.5 -0.6 0.1866
H -12.26436 -18.44214 -5.32991 -0.1 0.3 0.7 -0.2728
H -10.64419 -18.23613 -5.82302 0.3 0.9 -0.2 -0.7269
C -5.12308 -24.41108 -2.79738 0.4 0.2 -0.9 -1.6649
C -4.52650 -23.18114 -3.50411 0.1 -0.1 1.2 2.3507
O -5.03357 -22.70477 -4.49176 -0.2 0.1 -0.6 -0.8334
C -3.37652 -22.46870 -2.77613 -0.4 -0.7 -1.0 -1.9769
H -5.25599 -24.09625 -1.76233 -0.1 -0.5 0.2 0.3343
H -4.49979 -25.29878 -2.90509 0.7 0.3 0.5 0.4959
H -6.02413 -24.79996 -3.27170 -0.5 0.8 0.1 0.1048
H -3.70884 -21.93620 -1.88500 -0.5 0.0 0.3 0.3972
H -2.97685 -21.71901 -3.45902 0.3 -0.2 0.1 0.2770
H -2.64917 -23.21350 -2.45313 0.2 0.2 -0.1 0.4074
C -3.55614 -20.64114 -7.53717 0.0 0.5 0.0 -1.1287
C -4.07401 -21.28438 -8.84763 0.9 -0.8 0.1 0.6034
O -3.35161 -21.51049 -9.79916 0.1 0.7 0.6 -0.6028
C -5.46667 -21.85259 -8.90840 -1.0 0.8 1.0 -0.1244
H -3.43655 -21.31992 -6.69273 -0.2 -0.7 -0.3 0.2149
H -4.20277 -19.88774 -7.08733 -0.5 0.1 -0.5 0.2723
H -2.58549 -20.15167 -7.61683 0.0 -0.2 -0.6 0.3912
H -6.07794 -21.35037 -9.65822 0.4 -0.2 -0.5 0.2482
H -6.01918 -21.60993 -8.00068 0.1 -0.2 0.4 -0.2609
H -5.45777 -22.93490 -9.03735 0.1 0.1 -0.2 0.4038
C -7.51492 -18.69615 -3.24717 -0.4 0.7 -0.6 -1.7349
C -8.41161 -17.56013 -3.73277 -0.8 0.4 -2.1 0.6925
O -8.58488 -17.22356 -4.92850 0.8 -1.0 2.2 -0.1538
C -9.21085 -16.88757 -2.64777 0.5 0.0 -1.0 -1.4116
H -8.22206 -19.39347 -2.79796 0.1 -0.3 0.0 -0.4116
H -6.85640 -18.38029 -2.43804 0.0 0.2 0.1 0.7833
H -6.89091 -19.14664 -4.01903 -0.2 0.0 -0.1 0.6798
H -9.76059 -16.03722 -3.05121 0.2 0.1 0.0 0.1699
H -8.41788 -16.57099 -1.97021 -0.6 0.0 0.8 0.5239
H -9.92831 -17.61529 -2.26858 0.4 0.1 0.6 0.2993
C -15.34182 -20.30901 -6.93638 1.1 0.6 -0.3 -0.4732
C -14.72588 -19.94874 -5.61987 -0.6 -0.2 1.3 0.7612
O -15.14403 -19.04827 -4.91026 0.5 -0.3 -0.6 -0.6558
C -13.63289 -20.89258 -5.19344 0.3 0.6 0.0 -0.5162
H -14.55443 -20.82762 -7.48334 -0.4 -0.4 -0.2 -0.2222
H -15.47303 -19.37751 -7.48700 -0.9 -0.1 0.0 0.2968
H -16.19519 -20.95834 -6.74083 -0.2 0.3 -0.4 0.3658
H -13.98677 -21.67524 -4.52239 -0.2 0.0 -0.2 0.4845
H -12.88771 -20.34462 -4.61677 0.1 -0.1 -0.1 0.1944
H -13.21242 -21.32814 -6.09986 0.4 -0.2 0.4 -0.1642
C -7.02405 -15.35448 -8.08322 1.5 -1.7 -0.8 -0.7866
C -7.42544 -15.04358 -9.54923 -0.7 -0.8 0.5 -0.5884
C -7.05077 -16.28479 -10.46047 0.1 0.5 1.1 -0.9216
S -7.29756 -17.81936 -9.43606 0.6 1.4 0.2 1.1848
O -6.01497 -18.55532 -9.50534 -2.1 0.6 0.3 -0.6974
O -8.57989 -18.43430 -9.80992 1.5 0.3 0.7 -0.5339
C -7.50035 -16.81440 -7.76235 -1.1 0.1 -1.7 -0.0944
H -7.29211 -14.58765 -7.35644 -0.4 -0.3 -0.1 0.3595
H -5.93525 -15.40514 -8.08914 0.3 0.2 0.3 0.3647
H -7.04772 -14.08221 -9.89739 0.5 -0.3 -0.1 0.4183
H -8.49773 -14.86644 -9.46607 -0.3 -0.4 -0.7 0.2691
H -5.98279 -16.34599 -10.66966 0.1 0.3 0.2 0.3651
H -7.52865 -16.34208 -11.43846 -0.5 -0.1 0.4 0.4043
H -7.18744 -17.35883 -6.87140 0.6 0.2 -0.3 0.4321
H -8.58912 -16.81563 -7.71090 -0.2 0.0 0.0 -0.1518
C -7.83849 -22.20770 -0.66604 -0.3 0.7 -0.4 0.2257
C -7.06783 -21.38211 0.38275 -0.3 -0.6 0.6 -1.1845
C -7.77578 -20.06403 0.58683 -0.6 0.4 0.7 -0.7808
S -9.55499 -20.27467 0.28284 -0.3 -0.3 -0.7 1.4076
O -9.83914 -19.29745 -0.79069 -0.3 -1.3 1.1 -0.4850
O -10.43918 -20.31509 1.47145 1.7 0.2 -1.7 -0.7124
C -9.34708 -22.02576 -0.35769 0.1 0.2 0.5 -1.0169
H -7.48848 -23.23917 -0.62546 -0.4 -0.1 0.1 0.5873
H -7.63855 -21.89330 -1.69038 0.1 0.3 -0.1 -0.4295
H -6.02457 -21.13636 0.18442 0.1 -0.3 -0.6 0.7985
H -7.03713 -22.05004 1.24358 -0.1 0.5 0.5 0.2064
H -7.35654 -19.36532 -0.13716 -0.5 0.2 -0.2 0.1766
H -7.75703 -19.56147 1.55388 0.5 -0.3 0.2 0.3634
H -10.06400 -22.24964 -1.14762 0.2 0.4 -0.3 0.2979
H -9.66684 -22.64780 0.47832 0.2 0.1 0.2 0.4132
C -11.73949 -22.25633 -8.97311 0.8 -1.4 -1.1 0.0589
C -11.04034 -20.99501 -9.45719 -1.0 0.5 1.4 0.5120
C -9.65659 -21.32499 -9.96652 0.0 -0.4 -0.7 0.1115
S -9.85808 -22.80665 -10.97474 -1.1 -0.2 1.6 1.1424
O -8.82323 -23.77612 -10.65962 -0.3 0.3 -0.4 -0.5820
O -10.13813 -22.38794 -12.32929 0.1 -0.5 0.2 -0.6967
C -11.45036 -23.30569 -10.08908 -0.7 0.4 -0.7 -1.0532
H -12.81248 -22.08564 -8.88560 0.1 -0.1 0.1 0.0406
H -11.34871 -22.59635 -8.01406 0.0 0.0 0.1 -0.1840
H -11.07716 -20.36777 -8.56651 0.6 0.5 -0.3 -0.9543
H -11.75485 -20.51217 -10.12385 0.7 0.1 -0.7 0.6409
H -8.96328 -21.67253 -9.20060 -0.1 0.4 0.2 -0.4072
H -9.19883 -20.58597 -10.62410 0.0 0.1 0.3 0.5832
H -11.55876 -24.35469 -9.81348 0.8 0.0 0.1 0.4630
H -12.20737 -23.17525 -10.86240 0.0 0.2 -0.2 0.4249

(4)
10
Properties=species:S:1:pos:R:3:forces:R:3:mulliken_charge:R:1 method="wB97M-V/def2-TZVPD" homo_ev="-10.16 / -9.68" charge=0 homo_lumo_gap_ha="0.250 / 0.245"
C -0.98815 1.01991 -0.17281 2.5 0.2 1.0 0.1331
C 0.20220 -1.02808 0.13866 0.0 0.5 0.2 0.1952
O 1.17705 0.66547 -1.80704 0.5 0.3 -1.3 -0.4290
O -2.43866 -0.82112 0.91886 -1.1 -0.7 0.1 -0.4924
S 0.89433 0.66849 -0.41165 -1.2 -0.6 0.3 0.5848
S -1.17281 -0.17895 1.19197 0.8 0.1 -0.4 0.4687
Cl -1.56012 2.56324 0.05069 -0.5 0.3 -0.2 -0.0566
Cl 3.17752 0.96388 0.30932 -1.1 -0.2 0.1 -0.2839
Cl 1.24238 -2.08812 1.02838 0.0 0.2 0.0 -0.1020
Cl -0.53372 -1.76470 -1.24638 0.1 -0.2 0.1 -0.0179

What did we get for relative energy (zero: lowest compared OMol25 entry of this formula, charge and spin)? Answer: 0.659 0.000 0.000 2.364 eV, in the order shown.